No. 1
This record from OMol25 describes one molecule with the formula C4H6O2. The level of theory is ωB97M-V/def2-TZVPD.

Each atom is followed by the atoms it is bonded to, with distances in Å.
Geometry (Å):
1 C -1.500 -0.456 -0.336  C2 1.515, H7 1.095, H8 1.093, H9 1.093
2 C -0.301 -0.264 0.568  C1 1.515, O3 1.447, C5 1.530, H10 1.097
3 O 0.855 -1.035 0.164  C2 1.447, C4 1.436
4 C 1.645 0.117 -0.170  O3 1.436, C5 1.527, H11 1.099, H12 1.097
5 C 0.501 1.011 0.302  C2 1.530, C4 1.527, O6 1.197
6 O 0.292 2.186 0.396  C5 1.197
7 H -2.182 0.397 -0.244  C1 1.095
8 H -1.154 -0.525 -1.370  C1 1.093
9 H -2.051 -1.368 -0.093  C1 1.093
10 H -0.549 -0.434 1.623  C2 1.097
11 H 1.867 0.191 -1.244  C4 1.099
12 H 2.578 0.179 0.404  C4 1.097

Output
SMILES = C[C@H]1OCC1=O
frontier orbital gap = 10.868 eV
strongest force on any atom = 0.65 eV/A
HOMO = -10.0 eV
2S+1 = 1


No. 2
This record from OMol25 describes one molecule with the formula C4H6O2. The level of theory is ωB97M-V/def2-TZVPD.

Each atom is followed by the atoms it is bonded to, with distances in Å.
Geometry (Å):
1 O 0.777 1.539 0.860  C2 1.404, H7 0.968
2 C 0.816 1.092 -0.471  O1 1.404, C3 1.522, H8 1.096, H9 1.095
3 C 0.022 -0.192 -0.662  C2 1.522, O4 1.428, C5 1.473, H10 1.099
4 O 0.779 -1.184 0.033  C3 1.428, H11 0.969
5 C -1.295 -0.229 -0.005  C3 1.473, C6 1.206
6 C -2.003 -0.757 0.816  C5 1.206, H12 1.067
7 H 0.878 0.745 1.404  O1 0.968
8 H 1.828 0.800 -0.772  C2 1.096
9 H 0.476 1.904 -1.122  C2 1.095
10 H -0.053 -0.447 -1.729  C3 1.099
11 H 0.237 -1.987 0.026  O4 0.969
12 H -2.461 -1.284 1.623  C6 1.067

Output
SMILES = C#C[C@H](O)CO
frontier orbital gap = 10.963 eV
strongest force on any atom = 0.92 eV/A
HOMO = -10.2 eV
2S+1 = 1


No. 3
This record from OMol25 describes one molecule with the formula C4H6O2. The level of theory is ωB97M-V/def2-TZVPD.

Each atom is followed by the atoms it is bonded to, with distances in Å.
Geometry (Å):
1 O -0.034 -1.488 -0.059  C2 1.302, C3 1.442
2 C -0.242 -2.521 -0.823  O1 1.302, H7 1.119
3 C 0.414 -0.285 -0.717  O1 1.442, C4 1.503, H8 1.093, H9 1.093
4 C -0.363 0.876 -0.160  C3 1.503, C5 1.462, O6 1.417, H10 1.090
5 C -0.014 1.398 1.160  C4 1.462, O6 1.420, H11 1.088, H12 1.091
6 O 0.373 2.079 -0.025  C4 1.417, C5 1.420
7 H -0.534 -3.295 -0.069  C2 1.119
8 H 0.293 -0.421 -1.795  C3 1.093
9 H 1.471 -0.163 -0.470  C3 1.093
10 H -1.386 0.990 -0.520  C4 1.090
11 H -0.774 1.901 1.755  C5 1.088
12 H 0.795 0.930 1.723  C5 1.091

Output
frontier orbital gap = 9.534 eV
strongest force on any atom = 0.47 eV/A
HOMO = -8.9 eV
2S+1 = 1